Record 1
{"formula": "C23H32AgAsN2O", "method": "ωB97M-V with the def2-TZVPD basis set", "elements": ["Ag", "C", "C", "C", "C", "C", "C", "H", "H", "H", "H", "H", "H", "C", "As", "C", "C", "C", "C", "C", "C", "C", "C", "H", "H", "H", "H", "H", "H", "H", "H", "H", "H", "H", "H", "H", "C", "C", "C", "O", "H", "H", "H", "H", "H", "H", "H", "N", "C", "C", "C", "C", "C", "N", "H", "H", "H", "H", "H", "H"], "positions_angstrom": [[-0.50504, -0.21110, -0.10939], [-1.38995, -0.35188, 2.18429], [-0.66333, -1.54492, 2.23235], [0.65355, -1.53168, 2.69000], [1.24006, -0.34356, 3.09261], [0.52470, 0.84658, 3.03058], [-0.78444, 0.84687, 2.57596], [-2.43607, -0.35937, 1.90364], [-1.13071, -2.47543, 1.93550], [1.21887, -2.45365, 2.72442], [2.26519, -0.33834, 3.43890], [0.99446, 1.77463, 3.32959], [-1.35072, 1.76889, 2.53585], [-1.82261, 2.40580, -2.75708], [-1.77601, 2.07668, -0.84374], [-3.18269, 3.29987, -0.24902], [-0.19027, 3.14566, -0.33911], [-0.22339, 4.58989, -0.71280], [0.23936, 5.01053, -1.95976], [0.18933, 6.34753, -2.32660], [-0.32195, 7.29455, -1.45010], [-0.77610, 6.89245, -0.20168], [-0.72621, 5.55416, 0.15977], [-1.78658, 3.47703, -2.95490], [-2.73602, 1.98670, -3.17701], [-0.96239, 1.91386, -3.20970], [-3.00857, 4.30129, -0.64129], [-3.20455, 3.34323, 0.84011], [-4.14874, 2.93523, -0.59776], [0.62397, 2.58792, -0.80939], [-0.07811, 3.01598, 0.73970], [0.65610, 4.27721, -2.64069], [0.55858, 6.65216, -3.29785], [-0.35769, 8.33831, -1.73422], [-1.16718, 7.62348, 0.49490], [-1.07846, 5.24976, 1.13957], [2.85774, -0.92634, -0.45582], [2.43599, 0.49204, -0.84322], [3.41065, 1.06708, -1.87083], [1.14663, 0.53067, -1.34743], [3.86541, -0.95591, -0.03048], [2.83161, -1.57045, -1.33990], [2.16089, -1.33632, 0.28140], [2.53110, 1.11583, 0.07311], [3.37229, 0.46669, -2.78430], [4.43976, 1.07826, -1.50000], [3.12364, 2.08899, -2.12684], [-2.86471, -2.81408, -0.60078], [-2.03804, -2.80969, -1.71208], [-2.13575, -3.79252, -2.70321], [-1.26396, -3.73282, -3.76799], [-0.31547, -2.71571, -3.83212], [-0.28009, -1.79608, -2.80394], [-1.12784, -1.84308, -1.76650], [-3.74492, -3.29100, -0.70508], [-2.94245, -1.90868, -0.16075], [-2.88075, -4.57314, -2.62254], [-1.32078, -4.47929, -4.55055], [0.38317, -2.64308, -4.65287], [0.44575, -0.98637, -2.75334]]}


Record 2
{"formula": "C15H35BrFN13O8S", "method": "ωB97M-V with the def2-TZVPD basis set", "smiles": "CC[C@@H](Br)N(c1ccccc1)S(=O)(=O)F.NC(N)=O.NC(N)=O.NC(N)=O.NC(N)=O.NC(N)=O.NC(N)=O", "elements": ["C", "C", "C", "Br", "N", "C", "C", "C", "C", "C", "C", "S", "O", "O", "F", "H", "H", "H", "H", "H", "H", "H", "H", "H", "H", "H", "C", "O", "N", "N", "H", "H", "H", "H", "C", "O", "N", "N", "H", "H", "H", "H", "C", "O", "N", "N", "H", "H", "H", "H", "C", "O", "N", "N", "H", "H", "H", "H", "C", "O", "N", "N", "H", "H", "H", "H", "C", "O", "N", "N", "H", "H", "H", "H"], "positions_angstrom": [[2.05321, -0.84002, 0.12502], [1.61075, 0.64705, 0.01959], [0.53695, 1.00954, 1.07957], [1.29958, 1.90368, 2.63626], [-0.61721, 1.69104, 0.41937], [-1.89059, 1.02441, 0.65604], [-2.45477, 0.40583, -0.43221], [-3.64830, -0.28770, -0.29688], [-4.22686, -0.33779, 0.95640], [-3.66963, 0.29855, 2.04206], [-2.48296, 0.99376, 1.90636], [-0.69464, 3.33881, 0.58312], [0.55167, 3.95833, 0.30446], [-1.71979, 3.77350, -0.30041], [-1.22463, 3.71008, 2.02825], [2.16552, -1.29308, -0.86116], [1.31348, -1.45724, 0.65147], [2.98488, -0.90299, 0.70212], [1.14183, 0.74812, -0.96731], [2.46306, 1.33273, 0.05373], [0.15840, 0.04980, 1.43972], [-1.95319, 0.46295, -1.39743], [-4.06807, -0.78424, -1.16794], [-5.15210, -0.89941, 1.07482], [-4.15869, 0.22465, 3.01051], [-1.99194, 1.49734, 2.73574], [1.97104, -4.50610, -1.64992], [1.45722, -3.44369, -1.33249], [2.59107, -5.31804, -0.73726], [1.96735, -4.96832, -2.92907], [3.01968, -6.19251, -0.97216], [2.61100, -5.00517, 0.21543], [1.51905, -4.39137, -3.62619], [2.37986, -5.83829, -3.20677], [-0.55910, -2.68154, -5.11418], [0.57302, -3.02768, -4.80341], [-0.98686, -2.64408, -6.40330], [-1.48095, -2.30760, -4.18175], [-1.91022, -2.36587, -6.67519], [-0.33075, -2.91590, -7.11258], [-1.19172, -2.32592, -3.21876], [-2.41454, -2.02073, -4.40634], [-4.15774, -2.00294, 4.99879], [-5.14785, -1.73295, 4.34161], [-3.46554, -3.16945, 4.83774], [-3.65688, -1.16015, 5.95078], [-2.64946, -3.41041, 5.36673], [-3.80577, -3.81119, 4.14612], [-4.14128, -0.29371, 6.09594], [-2.84425, -1.36164, 6.50141], [-1.42166, -6.81245, -4.99811], [-1.46086, -6.62374, -6.20141], [-1.78964, -8.00341, -4.43048], [-1.00914, -5.85682, -4.11663], [-1.76588, -8.18101, -3.44488], [-2.09855, -8.72916, -5.04984], [-0.73049, -4.96974, -4.49799], [-0.96958, -5.99203, -3.12438], [3.90609, 4.85374, 4.04502], [3.91296, 3.68554, 4.40500], [4.74663, 5.79110, 4.58088], [3.06646, 5.32510, 3.08437], [4.75482, 6.75349, 4.29910], [5.38166, 5.48366, 5.29308], [2.43408, 4.66728, 2.66679], [3.04932, 6.28499, 2.77713], [2.99628, 8.51217, 0.69264], [2.83415, 8.26163, 1.87763], [2.67437, 9.72260, 0.15359], [3.50974, 7.60329, -0.18387], [2.79707, 9.95079, -0.81405], [2.29281, 10.41306, 0.77328], [3.75524, 6.70037, 0.18100], [3.64916, 7.78791, -1.15860]]}


Record 3
{"formula": "C18H20N2O5", "method": "ωB97M-V with the def2-TZVPD basis set", "smiles": "COc1ccc(N2CCN(C(=O)COC(=O)c3ccco3)CC2)cc1", "elements": ["C", "H", "O", "C", "C", "C", "C", "C", "C", "H", "H", "N", "C", "H", "C", "N", "C", "O", "C", "H", "O", "C", "O", "C", "C", "C", "C", "O", "H", "H", "H", "H", "C", "C", "H", "H", "H", "H", "H", "H", "H", "H", "H", "H", "H"], "positions_angstrom": [[-4.30492, 2.76142, 3.99309], [-4.84592, 2.96578, 3.06291], [-3.36215, 1.73337, 3.82873], [-2.35786, 1.91677, 2.91775], [-2.17746, 3.05193, 2.13853], [-1.12276, 3.12507, 1.24733], [-0.22374, 2.07057, 1.08370], [-0.40623, 0.94097, 1.88615], [-1.44963, 0.86971, 2.78421], [-1.58490, -0.00951, 3.39401], [0.25963, 0.09561, 1.82371], [0.84013, 2.21270, 0.19309], [1.88227, 1.22086, 0.13639], [2.76417, 1.70457, -0.29638], [1.46664, 0.00549, -0.72687], [0.56301, 0.46731, -1.75701], [-0.60042, -0.10163, -2.12752], [-1.38333, 0.44270, -2.88140], [-0.90834, -1.49745, -1.57719], [-1.83458, -1.82872, -2.05603], [0.10731, -2.43633, -1.90879], [0.68014, -3.12541, -0.91584], [0.44250, -2.96085, 0.25919], [1.64995, -4.09565, -1.41767], [2.42855, -4.98804, -0.71710], [3.17619, -5.69030, -1.68084], [2.80013, -5.17630, -2.89004], [1.88552, -4.21902, -2.74178], [3.10997, -5.41076, -3.88993], [3.89102, -6.46715, -1.50490], [2.44424, -5.10795, 0.34617], [-1.05330, -1.46752, -0.49013], [0.87322, 1.79979, -2.23263], [0.59756, 2.81617, -1.10569], [1.24197, 3.69512, -1.23733], [-0.44362, 3.13252, -1.16359], [0.24198, 2.00828, -3.09644], [1.92292, 1.82002, -2.53905], [0.97526, -0.73394, -0.09869], [2.35255, -0.45754, -1.18185], [2.14203, 0.89878, 1.14459], [-0.99210, 4.03485, 0.68163], [-2.84379, 3.89645, 2.21898], [-5.00668, 2.40197, 4.74433], [-3.83713, 3.68531, 4.35021]]}


no.,HOMO energy (eV)
1,-7.36
2,-9.28
3,-7.33